No. 1
Here is 2 unconnected molecules or ions with the total composition C5H8N2O in a non-equilibrium geometry from the OMol25 dataset. Energies are from the ωB97M-V functional and the def2-TZVPD basis.

Geometry as XYZ:
```
16
Properties=species:S:1:pos:R:3:nbo_charge:R:1
H -2.13 1.84 0.29 0.173
O -2.31 -0.33 0.54 -0.498
C -1.66 -0.90 -0.49 0.041
H -1.85 -0.69 -1.60 0.200
H 3.32 1.12 1.26 0.190
N 2.36 -0.09 -0.13 -0.309
C 3.49 0.35 0.56 -0.419
C 0.45 -0.64 -0.61 -0.047
N 1.34 -0.82 0.49 -0.150
C -2.92 0.90 0.38 -0.254
H -1.58 -1.98 -0.28 0.199
H -3.39 0.82 -0.59 0.182
H -3.41 1.19 1.29 0.212
H 4.20 0.82 -0.12 0.214
H 4.10 -0.41 1.02 0.221
C 1.20 0.49 -0.57 0.044
```

Its gap between HOMO and LUMO (spin up / spin down) is 8.50 / 8.50 eV. The energy comes out at -10332.74983 eV. For the HOMO energy (spin up / spin down), the calculation gives -8.2 / -8.2 eV. The max |F| comes out at 4.934 eV/A. As for the energy relative to the best compared isomer or geometry (same formula, charge and spin): 962.6 kJ/mol. As for the LUMO energy (spin up / spin down): 0.01102 / 0.01103 hartree.

***

No. 2
Here is a molecular structure, C18H28AgN4NbO5 in a non-equilibrium geometry from the OMol25 dataset. Energies are from the ωB97M-V functional and the def2-TZVPD basis.

Geometry as XYZ:
```
57
Properties=species:S:1:pos:R:3:mulliken_charge:R:1
H -0.45 3.05 -3.37 0.492
H -2.53 -2.02 -1.19 0.368
H 2.25 -0.82 -3.10 0.432
N -1.78 -0.33 -0.15 1.290
O 2.22 -0.67 0.53 -0.839
C 4.86 -2.41 3.34 -0.518
H 2.49 -3.75 5.42 0.494
H -4.35 -0.28 -1.05 0.368
H 0.98 -2.68 3.73 0.468
H -2.46 -2.23 0.58 0.403
H 1.68 -1.67 -1.66 0.290
H -4.39 -1.24 0.46 0.422
H -1.93 0.35 -2.41 0.173
O 0.47 -1.24 1.73 -0.794
H -3.61 0.85 2.45 0.506
C -1.95 -1.77 -0.29 -1.056
H -1.33 -0.52 -3.83 0.378
C 0.84 0.95 -4.38 -1.873
C 4.02 -1.82 2.40 -0.380
H 4.44 -1.28 1.55 0.439
C 2.63 -1.92 2.55 0.250
C 1.75 -1.27 1.57 1.281
H -1.83 0.74 2.32 0.245
Ag 0.48 3.18 1.91 0.132
C 1.04 4.65 2.82 0.320
H 0.41 1.69 -5.07 0.454
H -5.06 0.39 0.44 0.453
O 4.63 -4.30 6.38 -0.542
H -2.00 2.36 0.34 0.104
C 1.35 -1.06 -2.52 -1.021
N 0.26 1.73 0.70 -0.100
O 6.39 -3.58 5.27 -0.543
H 0.80 -0.02 -4.87 0.425
H -1.90 1.16 -4.01 0.458
C -2.78 0.30 1.98 -1.547
H -0.97 -2.27 -0.40 0.242
C 4.29 -3.10 4.43 -0.031
C 0.05 0.97 -3.07 1.408
H -3.00 1.92 -1.06 0.344
H 5.94 -2.34 3.25 0.495
H 1.00 2.79 -2.35 0.392
C 2.06 -2.62 3.63 -0.402
H -2.82 -0.74 2.31 0.358
H 0.71 -1.70 -3.15 0.387
H -3.77 2.34 0.49 0.561
N 0.66 0.13 -2.04 0.162
H 1.89 1.23 -4.20 0.466
N 5.15 -3.69 5.41 0.912
H -0.62 2.54 -1.67 0.193
C -2.91 0.37 0.46 0.832
O 0.22 5.03 3.55 -0.087
C -0.01 2.42 -2.58 -1.504
C -1.37 0.46 -3.34 -1.339
Nb 0.26 0.11 0.01 0.588
C -2.91 1.84 0.03 -1.313
C -4.26 -0.24 0.05 -1.596
C 2.89 -3.21 4.57 -0.502
```

Its gap between HOMO and LUMO (spin up / spin down) is 3.74 / 3.69 eV. The energy comes out at -40846.62998 eV. For the HOMO energy (spin up / spin down), the calculation gives -14.9 / -14.9 eV. The max |F| comes out at 6.679 eV/A. The net charge is +2. As for the energy relative to the best compared isomer or geometry (same formula, charge and spin): 331.5 kJ/mol. As for the LUMO energy (spin up / spin down): -0.40947 / -0.41118 hartree.

***

No. 3
Here is 2 unconnected molecules or ions with the total composition C10H16O in a non-equilibrium geometry from the OMol25 dataset. Energies are from the ωB97M-V functional and the def2-TZVPD basis.

Geometry as XYZ:
```
27
Properties=species:S:1:pos:R:3:nbo_charge:R:1
C 0.95 0.42 0.53 -0.071
H -1.87 2.34 -0.17 0.225
H 2.69 -1.18 0.57 0.211
C -0.16 1.06 2.54 -0.245
H -0.21 1.12 3.72 0.232
C 3.03 0.25 -0.97 -0.604
H -1.19 -2.39 -0.05 0.201
O -2.02 2.32 2.55 -0.707
H -1.98 -0.83 -0.39 0.212
C 1.92 -0.56 -0.15 -0.406
C -0.03 1.11 -0.21 -0.198
C -1.43 -1.96 -2.25 -0.612
C -1.05 1.84 0.40 -0.281
H -2.89 -2.43 -0.56 0.207
C -1.93 -1.91 -0.70 -0.615
H 3.22 1.23 -0.48 0.208
H -2.46 3.21 2.35 0.492
H 1.61 -0.04 2.53 0.210
H 2.68 0.70 -1.83 0.199
C -1.01 1.84 1.78 0.283
C 0.90 0.51 1.92 -0.182
H 3.85 -0.28 -1.21 0.202
H -1.34 -3.11 -2.59 0.192
H 0.09 1.20 -1.33 0.216
H -2.33 -1.56 -2.82 0.211
H 1.40 -1.31 -0.79 0.216
H -0.46 -1.58 -2.40 0.204
```

Its gap between HOMO and LUMO is 9.14 eV. The energy comes out at -12674.78404 eV. For the HOMO energy, the calculation gives -8.3 eV. The max |F| comes out at 5.311 eV/A. As for the SMILES: CCc1ccc(O)cc1.CC. As for the energy relative to the best compared isomer or geometry (same formula, charge and spin): 283.7 kJ/mol. As for the LUMO energy: 0.02951 hartree.

***

No. 4
Here is a single C2HF2NO3 molecule in a non-equilibrium geometry from the OMol25 dataset. Energies are from the ωB97M-V functional and the def2-TZVPD basis.

Geometry as XYZ:
```
9
Properties=species:S:1:pos:R:3:nbo_charge:R:1
O -0.31 1.61 -0.90 -0.320
N -0.96 1.06 -0.12 0.537
O 1.12 -1.71 -0.75 -0.519
O -2.06 1.20 0.26 -0.335
F 2.45 0.03 -0.73 -0.340
C 1.23 -0.61 -0.36 0.794
C -0.31 -0.23 0.53 0.233
H -0.84 -1.30 0.25 0.240
F -0.33 -0.05 1.82 -0.289
```

Its gap between HOMO and LUMO is 11.23 eV. The energy comes out at -15152.21528 eV. For the HOMO energy, the calculation gives -11.5 eV. The max |F| comes out at 5.663 eV/A. As for the SMILES: O=C(F)[C@@H](F)[N+](=O)[O-]. As for the energy relative to the best compared isomer or geometry (same formula, charge and spin): 121.1 kJ/mol. As for the LUMO energy: -0.00877 hartree.

***

No. 5
Here is a molecular structure, HO3PS2 in a non-equilibrium geometry from the OMol25 dataset. Energies are from the ωB97M-V functional and the def2-TZVPD basis.

Geometry as XYZ:
```
7
Properties=species:S:1:pos:R:3:nbo_charge:R:1
O -0.46 -1.75 0.20 -1.051
S 0.95 1.91 -0.51 1.019
P -1.28 -0.37 -0.08 1.579
O -1.17 0.51 1.09 -1.088
S 1.97 1.47 0.94 -0.091
H -0.31 -2.53 -0.37 0.526
O 0.30 0.77 -1.26 -0.893
```

Its gap between HOMO and LUMO is 7.25 eV. The energy comes out at -37117.89286 eV. For the HOMO energy, the calculation gives -9.5 eV. The max |F| comes out at 2.531 eV/A. As for the energy relative to the best compared isomer or geometry (same formula, charge and spin): 120.3 kJ/mol. As for the LUMO energy: -0.08360 hartree.